(P)
The following is a DFT calculation (ωB97M-V with the def2-TZVPD basis set) of a 5-piece molecular cluster, C10H30O5 overall.

Orbital gap: 0.371 hartree
LUMO level: 0.58 eV
SMILES: CCO.CCO.CCO.CCO.CCO

CARTESIAN COORDINATES (ANGSTROEM)
C 3.98 -0.35 -1.83
C 3.22 -0.81 -2.95
O 2.22 -1.67 -2.58
H 4.60 0.58 -2.20
H 4.68 -1.03 -1.51
H 3.39 0.09 -0.95
H 4.02 -1.26 -3.59
H 2.71 0.19 -3.52
H 2.09 -2.41 -3.22
C -1.23 -0.18 0.65
C -0.14 -0.89 -0.06
O 0.43 -0.04 -1.01
H -1.72 -0.74 1.44
H -1.93 0.46 0.13
H -0.58 0.21 1.46
H -0.66 -1.71 -0.55
H 0.40 -1.30 0.67
H 1.31 -0.34 -1.22
C -3.17 -2.72 -0.42
C -4.30 -3.60 -0.90
O -4.96 -4.17 0.08
H -3.61 -2.07 0.15
H -2.65 -2.22 -1.36
H -2.41 -3.01 0.24
H -4.07 -4.33 -1.71
H -4.97 -2.84 -1.32
H -5.45 -4.92 -0.29
C -0.71 3.61 -0.16
C -0.24 3.14 -1.51
O -0.92 2.08 -2.15
H -0.55 2.96 0.52
H -1.83 3.71 -0.41
H -0.31 4.66 -0.05
H 0.80 2.81 -1.53
H -0.20 3.90 -2.21
H -0.59 1.34 -1.71
C 1.61 0.79 3.18
C 1.42 2.00 4.17
O 1.74 1.65 5.43
H 0.76 -0.05 3.27
H 2.59 0.34 3.43
H 1.23 0.94 2.05
H 0.41 2.30 4.13
H 2.26 2.80 3.74
H 1.34 2.11 6.17

---

(Q)
The following is a DFT calculation (ωB97M-V with the def2-TZVPD basis set) of a 5-piece molecular cluster, C10H30O5 overall.

Orbital gap: 0.360 hartree
LUMO level: 0.46 eV
SMILES: CCO.CCO.CCO.CCO.CCO

CARTESIAN COORDINATES (ANGSTROEM)
C 2.87 1.95 2.89
C 1.79 0.89 2.66
O 1.37 0.31 3.87
H 3.72 1.49 3.41
H 2.61 2.81 3.50
H 3.31 2.31 1.95
H 2.13 0.12 1.97
H 0.96 1.38 2.15
H 2.10 -0.10 4.34
C -1.20 -2.02 3.64
C -1.52 -1.98 2.18
O -0.46 -2.54 1.40
H -0.20 -1.74 3.95
H -1.40 -3.01 4.07
H -1.88 -1.49 4.31
H -1.83 -1.01 1.76
H -2.37 -2.64 1.97
H -0.48 -2.21 0.48
C -4.62 1.47 1.07
C -4.96 0.13 0.40
O -6.29 0.14 -0.09
H -4.48 2.25 0.32
H -3.74 1.36 1.70
H -5.43 1.84 1.70
H -4.75 -0.60 1.19
H -4.27 -0.17 -0.39
H -6.25 -0.13 -1.01
C 3.14 0.33 -4.29
C 4.61 0.24 -4.68
O 4.77 -0.70 -5.83
H 2.85 -0.58 -3.77
H 2.48 0.46 -5.14
H 3.05 1.20 -3.64
H 5.27 -0.13 -3.89
H 5.03 1.14 -5.13
H 4.84 -0.08 -6.55
C -0.82 0.62 -1.17
C 0.40 -0.20 -1.52
O 0.19 -1.56 -1.09
H -0.79 1.50 -1.82
H -0.79 1.04 -0.17
H -1.68 -0.01 -1.39
H 1.30 0.32 -1.18
H 0.53 -0.32 -2.60
H 0.86 -2.09 -1.54

---

(R)
The following is a DFT calculation (ωB97M-V with the def2-TZVPD basis set) of a 5-piece molecular cluster, C10H30O5 overall.

Orbital gap: 0.394 hartree
LUMO level: 0.60 eV
SMILES: CCO.CCO.CCO.CCO.CCO

CARTESIAN COORDINATES (ANGSTROEM)
C 2.58 0.75 3.74
C 1.94 1.79 4.67
O 1.06 1.18 5.59
H 1.83 0.12 3.27
H 3.25 0.17 4.37
H 3.14 1.28 2.96
H 1.39 2.57 4.13
H 2.76 2.27 5.20
H 0.54 0.50 5.16
C 0.52 -0.78 -1.36
C 0.31 0.42 -0.44
O 1.29 0.47 0.58
H 0.17 -1.74 -0.95
H 1.58 -0.96 -1.55
H -0.09 -0.67 -2.25
H -0.69 0.54 -0.01
H 0.41 1.30 -1.09
H 1.37 -0.43 0.92
C 4.38 -0.96 1.28
C 4.64 -2.27 0.56
O 5.91 -2.33 -0.05
H 4.96 -0.87 2.20
H 3.35 -0.72 1.53
H 4.69 -0.16 0.61
H 3.87 -2.40 -0.21
H 4.52 -3.14 1.22
H 6.37 -3.14 0.16
C -2.77 0.55 -3.70
C -2.93 0.28 -5.19
O -2.31 -0.95 -5.54
H -3.63 1.10 -3.34
H -1.83 1.06 -3.52
H -2.75 -0.41 -3.18
H -2.60 1.14 -5.79
H -4.01 0.24 -5.41
H -2.31 -0.98 -6.50
C -5.09 1.13 -0.22
C -4.07 0.55 0.78
O -4.12 -0.88 0.78
H -4.66 1.19 -1.22
H -5.48 2.12 0.04
H -5.98 0.51 -0.32
H -4.28 0.85 1.80
H -3.09 0.89 0.42
H -4.13 -1.19 -0.13

---

The structure shown above that is most stable: (R).